# 1
Density functional theory data (ωB97M-V/def2-TZVPD) for a 7-piece molecular cluster, C57H72B3FIN6O29 overall.

Each atom is followed by the atoms it is bonded to, with distances in Å.
Element x y z (Å)
1 C -6.9657 3.7063 3.6550  C2 1.540, H38 1.097, H39 1.095, H40 1.096
2 C -5.6000 4.0815 4.2598  C1 1.540, C3 1.549, H41 1.098, H42 1.098
3 C -4.6990 2.8707 4.6067  C2 1.549, C4 1.530, H43 1.099, H44 1.096
4 C -3.8672 2.4836 3.3821  C3 1.530, N5 1.476, H45 1.097, H46 1.101
5 N -3.1128 1.2273 3.5589  C4 1.476, B6 1.531, C11 1.312
6 B -2.8692 0.7266 4.9846  N5 1.531, O7 1.366, O8 1.361
7 O -3.7431 -0.1272 5.5958  B6 1.366, H47 0.955
8 O -1.7887 1.2673 5.6110  B6 1.361, C9 1.442
9 C -1.5048 0.9041 6.9770  O8 1.442, C10 1.529, H48 1.095, H49 1.097
10 C -0.8578 -0.4786 7.0670  C9 1.529, H50 1.094, H51 1.093, H52 1.098
11 C -2.7074 0.5639 2.5025  N5 1.312, N12 1.348, N34 1.411
12 N -2.7991 0.9836 1.2249  C11 1.348, C13 1.448, C18 1.497
13 C -2.4677 2.2863 0.6857  N12 1.448, C14 1.535, H53 1.094, H54 1.103
14 C -1.1874 2.8457 1.3219  C13 1.535, C15 1.533, H55 1.101, H56 1.098
15 C -0.8574 4.2590 0.8272  C14 1.533, C16 1.545, H57 1.099, H58 1.099
16 C -0.5435 4.2941 -0.6855  C15 1.545, N17 1.471, H59 1.097, H60 1.101
17 N 0.3855 3.2229 -1.0767  C16 1.471, H61 1.010, H62 1.009
18 C -3.3231 -0.1521 0.4030  N12 1.497, C19 1.529, C22 1.559, C26 1.608
19 C -2.6131 -0.2514 -0.9480  C18 1.529, C20 1.550, H63 1.090, H64 1.099
20 C -3.1237 0.6316 -2.1150  C19 1.550, N21 1.469, H65 1.106, H66 1.095
21 N -3.7424 -0.2290 -3.1317  C20 1.469, H67 1.017, H68 1.014
22 C -4.8353 0.2152 0.3170  C18 1.559, C23 1.543, H69 1.099, H70 1.105
23 C -5.8233 -0.5280 -0.6068  C22 1.543, C24 1.553, I25 2.178, H71 1.091
24 C -7.1136 -1.0209 0.1026  C23 1.553, H72 1.099, H73 1.095, H74 1.090
25 I -6.4958 0.8336 -2.1681  C23 2.178
26 C -2.9707 -1.3675 1.3957  C18 1.608, B27 1.619, C30 1.553, N34 1.527
27 B -4.2837 -2.1019 1.9930  C26 1.619, O28 1.396, O29 1.366
28 O -4.6318 -1.9749 3.3387  B27 1.396, H75 0.955
29 O -5.0358 -2.8566 1.1387  B27 1.366, H76 0.958
30 C -2.1106 -2.5215 0.8130  C26 1.553, F31 1.399, C32 1.532, H77 1.091
31 F -2.8414 -3.1173 -0.2205  C30 1.399
32 C -1.7426 -3.6045 1.8319  C30 1.532, C33 1.542, H78 1.096, H79 1.096
33 C -0.4191 -4.3107 1.4730  C32 1.542, H80 1.098, H81 1.096, H82 1.094
34 N -2.2369 -0.7631 2.5911  C11 1.411, C26 1.527, B35 1.515
35 B -0.7281 -0.6214 2.5963  N34 1.515, N36 1.444, O37 1.378
36 N -0.0527 -0.4329 3.8582  B35 1.444, H83 1.014, H84 1.009
37 O -0.0241 -0.7160 1.4155  B35 1.378, H85 0.958
38 H -7.2352 2.6707 3.8959  C1 1.097
39 H -7.7642 4.3457 4.0467  C1 1.095
40 H -6.9798 3.7976 2.5631  C1 1.096
41 H -5.0584 4.7489 3.5772  C2 1.098
42 H -5.7542 4.6546 5.1832  C2 1.098
43 H -4.0429 3.1382 5.4468  C3 1.099
44 H -5.3539 2.0430 4.9022  C3 1.096
45 H -3.1866 3.3061 3.1315  C4 1.097
46 H -4.5435 2.3408 2.5249  C4 1.101
47 H -4.5492 -0.3001 5.1132  O7 0.955
48 H -2.4239 0.9604 7.5689  C9 1.095
49 H -0.8250 1.6783 7.3528  C9 1.097
50 H 0.1942 -0.4489 6.7701  C10 1.094
51 H -1.3755 -1.2013 6.4311  C10 1.093
52 H -0.9149 -0.8360 8.1033  C10 1.098
53 H -2.2730 2.1392 -0.3804  C13 1.094
54 H -3.2936 3.0159 0.7425  C13 1.103
55 H -0.3521 2.2092 0.9908  C14 1.101
56 H -1.2073 2.7858 2.4176  C14 1.098
57 H 0.0210 4.6186 1.3816  C15 1.099
58 H -1.6714 4.9660 1.0396  C15 1.099
59 H -0.0947 5.2645 -0.9308  C16 1.097
60 H -1.4832 4.2149 -1.2534  C16 1.101
61 H -0.0864 2.4937 -1.5926  N17 1.010
62 H 1.1241 3.5705 -1.6703  N17 1.009
63 H -2.6465 -1.2816 -1.3011  C19 1.090
64 H -1.5516 -0.0299 -0.7666  C19 1.099
65 H -2.2567 1.1836 -2.5238  C20 1.106
66 H -3.8452 1.3960 -1.8096  C20 1.095
67 H -4.2064 0.3399 -3.8353  N21 1.017
68 H -3.0074 -0.7415 -3.6061  N21 1.014
69 H -4.8241 1.2637 -0.0122  C22 1.099
70 H -5.2299 0.2430 1.3489  C22 1.105
71 H -5.3299 -1.3441 -1.1368  C23 1.091
72 H -7.4168 -1.9956 -0.3042  C24 1.099
73 H -6.9461 -1.1465 1.1772  C24 1.095
74 H -7.9556 -0.3462 -0.0494  C24 1.090
75 H -4.5994 -2.7901 3.8346  O28 0.955
76 H -5.8579 -3.1420 1.5398  O29 0.958
77 H -1.2062 -2.1392 0.3363  C30 1.091
78 H -1.6485 -3.1536 2.8262  C32 1.096
79 H -2.5520 -4.3434 1.8215  C32 1.096
80 H 0.4441 -3.7413 1.8426  C33 1.098
81 H -0.3269 -4.4251 0.3871  C33 1.096
82 H -0.3758 -5.3114 1.9142  C33 1.094
83 H 0.8947 -0.7947 3.8475  N36 1.014
84 H -0.0589 0.4774 4.2942  N36 1.009
85 H 0.8636 -0.3889 1.5692  O37 0.958
86 C -6.1435 4.0570 -5.6266  C87 1.343, C92 1.441, H96 1.081
87 C -6.7606 4.6350 -6.6698  C86 1.343, C88 1.517, O95 1.320
88 C -6.3393 4.3786 -8.1045  C87 1.517, O89 1.215, C90 1.447
89 O -6.9844 4.9494 -8.9616  C88 1.215
90 C -5.2219 3.4945 -8.3557  C88 1.447, C91 1.340, H97 1.081
91 C -4.6079 2.9215 -7.3120  C90 1.340, C92 1.513, O94 1.325
92 C -5.0420 3.1637 -5.8826  C86 1.441, C91 1.513, O93 1.221
93 O -4.4160 2.5725 -5.0169  C92 1.221
94 O -3.5761 2.0974 -7.4190  C91 1.325, H98 0.975
95 O -7.7788 5.4676 -6.5604  C87 1.320, H99 0.977
96 H -6.4392 4.2324 -4.6019  C86 1.081
97 H -4.9192 3.3249 -9.3792  C90 1.081
98 H -3.3443 1.8378 -6.5085  O94 0.975
99 H -8.0253 5.7215 -7.4715  O95 0.977
100 C 1.0238 -1.1238 -4.5678  C101 1.345, C106 1.437, H110 1.081
101 C 2.2057 -1.3458 -5.1707  C100 1.345, C102 1.518, O109 1.316
102 C 3.4891 -1.5563 -4.3872  C101 1.518, O103 1.213, C104 1.449
103 O 4.4962 -1.7394 -5.0376  C102 1.213
104 C 3.4293 -1.5210 -2.9400  C102 1.449, C105 1.338, H111 1.081
105 C 2.2449 -1.3122 -2.3536  C104 1.338, C106 1.508, O108 1.332
106 C 0.9700 -1.1066 -3.1316  C100 1.437, C105 1.508, O107 1.221
107 O -0.0412 -0.9257 -2.4712  C106 1.221
108 O 2.0757 -1.2527 -1.0336  C105 1.332, H112 0.977
109 O 2.3624 -1.4083 -6.4763  C101 1.316, H113 0.977
110 H 0.1094 -0.9734 -5.1238  C100 1.081
111 H 4.3377 -1.6501 -2.3681  C104 1.081
112 H 1.1226 -1.1045 -0.8763  O108 0.977
113 H 3.2970 -1.6444 -6.6341  O109 0.977
114 C 3.9841 -6.3436 -7.2908  C115 1.343, C120 1.441, H124 1.081
115 C 4.6939 -7.2843 -7.9341  C114 1.343, C116 1.518, O123 1.320
116 C 6.1037 -7.0370 -8.4382  C115 1.518, O117 1.216, C118 1.446
117 O 6.6443 -7.9746 -8.9920  C116 1.216
118 C 6.7030 -5.7382 -8.2284  C116 1.446, C119 1.340, H125 1.081
119 C 5.9934 -4.8007 -7.5846  C118 1.340, C120 1.515, O122 1.324
120 C 4.5870 -5.0524 -7.0800  C114 1.441, C119 1.515, O121 1.220
121 O 4.0553 -4.1096 -6.5168  C120 1.220
122 O 6.4394 -3.5840 -7.3133  C119 1.324, H126 0.978
123 O 4.2501 -8.5000 -8.1925  C115 1.320, H127 0.978
124 H 2.9782 -6.5114 -6.9330  C114 1.081
125 H 7.7070 -5.5692 -8.5906  C118 1.081
126 H 5.7376 -3.1402 -6.7970  O122 0.978
127 H 4.9735 -8.9603 -8.6619  O123 0.978
128 C 4.6824 -1.9647 1.0420  C129 1.342, C134 1.446, H138 1.082
129 C 5.8703 -2.1817 0.4569  C128 1.342, C130 1.511, O137 1.325
130 C 7.1417 -2.3922 1.2456  C129 1.511, O131 1.216, C132 1.443
131 O 8.1498 -2.5951 0.5961  C130 1.216
132 C 7.0736 -2.3326 2.6862  C130 1.443, C133 1.342, H139 1.081
133 C 5.8920 -2.1056 3.2798  C132 1.342, C134 1.517, O136 1.323
134 C 4.6140 -1.9152 2.4851  C128 1.446, C133 1.517, O135 1.220
135 O 3.5924 -1.7163 3.1208  C134 1.220
136 O 5.7586 -2.0268 4.5933  C133 1.323, H140 0.977
137 O 6.0456 -2.2318 -0.8555  C129 1.325, H141 0.978
138 H 3.7764 -1.8250 0.4675  C128 1.082
139 H 7.9877 -2.4687 3.2468  C132 1.081
140 H 4.8197 -1.8754 4.8185  O136 0.977
141 H 6.9966 -2.4041 -1.0070  O137 0.978
142 C 4.5459 -2.1991 10.2299  C143 1.339, C148 1.448, H152 1.081
143 C 3.9783 -1.8613 9.0654  C142 1.339, C144 1.513, O151 1.327
144 C 4.4457 -2.4246 7.7415  C143 1.513, O145 1.224, C146 1.438
145 O 3.8322 -2.0482 6.7514  C144 1.224
146 C 5.5536 -3.3410 7.7190  C144 1.438, C147 1.344, H153 1.081
147 C 6.1292 -3.6819 8.8843  C146 1.344, C148 1.517, O150 1.318
148 C 5.6500 -3.1360 10.2165  C142 1.448, C147 1.517, O149 1.214
149 O 6.2404 -3.5294 11.2020  C148 1.214
150 O 7.1486 -4.5108 8.9898  C147 1.318, H154 0.977
151 O 2.9639 -1.0139 8.9466  C143 1.327, H155 0.976
152 H 4.2177 -1.8029 11.1801  C142 1.081
153 H 5.8902 -3.7227 6.7655  C146 1.081
154 H 7.3549 -4.5777 9.9427  O150 0.977
155 H 2.7681 -0.9710 7.9918  O151 0.976
156 C 6.1118 4.5971 -3.2778  C157 1.339, C162 1.447, H166 1.081
157 C 4.9100 4.0530 -3.0473  C156 1.339, C158 1.514, O165 1.326
158 C 3.6181 4.7836 -3.3467  C157 1.514, O159 1.223, C160 1.438
159 O 2.5863 4.1724 -3.1054  C158 1.223
160 C 3.6732 6.1170 -3.8825  C158 1.438, C161 1.344, H167 1.081
161 C 4.8768 6.6684 -4.1137  C160 1.344, C162 1.518, O164 1.318
162 C 6.1741 5.9329 -3.8316  C156 1.447, C161 1.518, O163 1.214
163 O 7.1973 6.5315 -4.0948  C162 1.214
164 O 5.0527 7.8798 -4.6018  C161 1.318, H168 0.977
165 O 4.7284 2.8400 -2.5433  C157 1.326, H169 0.975
166 H 7.0388 4.0823 -3.0689  C156 1.081
167 H 2.7457 6.6333 -4.0850  C160 1.081
168 H 6.0184 8.0137 -4.6713  O164 0.977
169 H 3.7635 2.7105 -2.4922  O165 0.975

Results
- net charge = +1

Atom charges from the Mulliken analysis, given in e for atoms 1 to 2:
1. C -1.117
2. C -0.708



# 2
Density functional theory data (ωB97M-V/def2-TZVPD) for a 2-piece molecular cluster, C3H8NS3 overall.

Each atom is followed by the atoms it is bonded to, with distances in Å.
Element x y z (Å)
1 C -1.4347 -1.6585 -0.7747  N4 1.161, H9 1.043
2 C -2.6654 1.1338 -0.4578  S5 1.805, H8 1.046, H10 1.094, H11 1.078
3 C -0.3629 -0.0446 0.7282  N4 1.422, S5 1.770, H12 1.026, H13 1.165
4 N -0.6923 -1.2239 0.0050  C1 1.161, C3 1.422
5 S -0.8974 1.3736 -0.1871  C2 1.805, C3 1.770
6 S 4.4132 -0.0099 0.3978  S7 2.025, H14 1.397
7 S 6.2443 0.1720 -0.4468  S6 2.025, H15 1.361
8 H -2.6989 0.5133 -1.2996  C2 1.046
9 H -2.1844 -1.7549 -1.4934  C1 1.043
10 H -3.0730 2.0061 -0.9773  C2 1.094
11 H -3.0694 1.0499 0.5382  C2 1.078
12 H -0.7306 -0.2589 1.6617  C3 1.026
13 H 0.7665 -0.0962 1.0083  C3 1.165
14 H 4.9045 -0.5094 1.6067  S6 1.397
15 H 5.7577 0.1524 -1.7174  S7 1.361

Results
- net charge = +1
- relative energy (zero: lowest compared OMol25 entry of this formula, charge and spin) (eV) = 4.000

Atom charges from the natural (NBO) analysis, given in e for atoms 1 to 2:
1. C 0.448
2. C -0.781



The evaluated orbital gap for the records listed, in turn: 7.515; 4.817 eV.
The evaluated M for the records listed, in turn: 1483.55; 154.31 g mol⁻¹.